Below is C13H25F2MoO6 as an isolated structure, with properties calculated with wB97M-V/def2-TZVPD.

```
47
Properties=species:S:1:pos:R:3:forces:R:3
Mo 0.037119 -0.238872 0.531988 -0.9 0.0 -1.4
C 0.886358 -2.912057 -0.820136 0.2 0.2 0.3
C 0.698012 -2.050220 -2.032039 -0.1 0.1 -0.2
O -0.240509 -0.993381 -1.641714 0.0 -0.3 0.0
C -1.616789 -1.375336 -1.961813 0.2 0.0 -0.1
C -2.487805 -0.461795 -1.176185 0.0 0.1 0.4
O -2.019906 -0.644267 0.210540 -0.1 0.0 0.1
C -2.900606 -0.167974 1.283012 0.0 -0.1 -0.2
C -2.493242 1.239002 1.629483 0.3 0.1 0.0
O -1.017372 1.274093 1.550166 0.0 0.1 0.5
C -0.430791 2.616289 1.461102 -0.2 -0.3 0.1
C -0.345972 2.896748 -0.005287 0.1 0.0 -0.1
O 0.166568 1.667113 -0.616369 0.2 0.2 0.2
C 1.173116 1.900018 -1.676683 -0.2 0.1 -0.1
C 2.533857 1.615869 -1.125621 0.1 -0.2 0.2
O 2.508595 0.212067 -0.781973 0.1 0.1 -0.1
C 2.661910 -0.150308 0.540474 -0.1 0.0 0.2
C 2.596586 -1.656603 0.595185 -0.2 -0.1 -0.2
O 1.190654 -1.940541 0.248925 0.2 -0.3 0.3
H 1.709753 -3.619146 -0.889882 0.0 0.0 -0.1
H -0.010076 -3.431230 -0.491770 -0.1 0.0 0.0
H 0.298802 -2.600514 -2.882771 0.0 0.0 0.0
H 1.617364 -1.553079 -2.325105 0.0 0.0 0.0
H -1.776689 -2.411745 -1.664767 0.0 0.0 0.0
H -1.786096 -1.269036 -3.032801 0.1 0.0 0.0
H -3.536679 -0.745822 -1.234555 0.0 -0.1 0.0
H -2.362398 0.585520 -1.448849 0.0 0.0 -0.1
H -2.782081 -0.871817 2.100116 0.0 0.0 0.0
H -3.931674 -0.210392 0.937583 0.0 0.0 0.0
H -2.786576 1.509707 2.641975 0.0 0.0 0.0
H -2.870770 1.978761 0.925506 0.0 0.0 -0.1
H 0.542992 2.547785 1.940635 0.1 0.0 0.0
H -1.050248 3.318511 2.015016 0.0 0.1 0.0
H 0.330787 3.725748 -0.204183 0.0 0.0 0.0
H -1.312025 3.115192 -0.456676 0.0 0.0 0.0
H 1.072454 2.925168 -2.025834 0.0 0.0 0.0
H 0.920910 1.223714 -2.488518 0.0 0.0 0.0
H 2.775871 2.218605 -0.247439 0.0 0.0 0.0
H 3.304453 1.772469 -1.878931 0.0 0.0 0.0
H 1.791770 0.267350 1.190266 0.3 0.2 0.4
H 3.504581 0.283486 1.085181 0.2 0.0 -0.2
H 2.805887 -2.082027 1.569217 0.0 0.0 0.1
H 3.244167 -2.082059 -0.168132 0.0 0.0 0.0
F 1.058171 -1.419451 2.996865 -0.1 -0.1 0.1
C -0.152056 -1.132162 2.491683 0.3 0.1 -0.2
F -0.774733 -2.278331 2.102930 0.0 0.0 0.2
H -0.745646 -0.595048 3.230184 0.0 -0.1 0.1
```
Positions in Å, forces in eV/Å.

Summary:
* net charge: +3
* relative energy (zero: lowest compared OMol25 entry of this formula, charge and spin): 2.0 kcal/mol
* strongest force on any atom: 1.69 eV Å⁻¹
* orbital gap (spin up / spin down): 8.2 / 8.6 eV
* expectation value of S²: 2.01
* 2S+1: 3
* highest occupied orbital energy (spin up / spin down): -20.2 / -20.6 eV